Here is 3 unconnected molecules or ions with the total composition C39H24F3NO7 from the OMol25 dataset. Energies are from ωB97M-V/def2-TZVPD.

Results
LUMO energy = -0.040 hartree
SMILES = O=C1NC(=O)c2cc(C[C@@H](O)C(F)(F)F)ccc21.O=C1c2ccccc2C(=O)c2ccccc21.O=C1c2ccccc2C(=O)c2ccccc21
Orbital gap = 8.39 eV
HOMO level = -9.489 eV
Largest force on an atom = 0.912 eV/A

Last column: Löwdin charge in e.
Element x y z (Å)
O1 -0.10986 0.28719 -0.82784  0.160
C1 -0.13459 -0.67378 -0.12548  -0.357
N1 -1.24450 -1.64918 -0.13193  0.120
C2 -0.54726 -2.91874 0.15615  -0.368
O2 -0.90700 -3.99341 -0.22432  0.147
C3 0.66324 -2.56725 0.95268  -0.085
C4 1.47709 -3.34170 1.75360  0.049
C5 2.53633 -2.73276 2.42347  -0.180
C6 3.42141 -3.55308 3.33509  -0.069
C7 2.66862 -4.41316 4.35809  -0.250
O3 3.24806 -5.70830 4.47005  0.006
C8 2.64470 -3.79288 5.76931  -0.570
F1 2.90423 -2.47541 5.75533  0.139
F2 3.49981 -4.38075 6.60189  0.168
F3 1.41442 -3.93408 6.30801  0.134
C9 2.77605 -1.36368 2.23657  0.005
C10 1.97309 -0.58424 1.41853  0.029
C11 0.90696 -1.20810 0.80270  -0.092
H1 -1.71762 -1.49038 0.76238  0.151
H2 1.29767 -4.40527 1.85938  0.133
H3 4.04066 -4.21155 2.72297  0.139
H4 4.11154 -2.87880 3.84124  0.120
H5 1.62191 -4.54569 4.08114  0.146
H6 2.76534 -6.28696 3.87413  0.105
H7 3.61490 -0.91417 2.75474  0.121
H8 2.14165 0.47505 1.27436  0.126
O4 0.86223 3.06892 2.46661  0.095
C12 0.19009 3.74903 3.21397  -0.277
C13 0.41845 3.73054 4.68665  -0.083
C14 1.43388 2.93569 5.20408  -0.005
C15 1.68187 2.93023 6.56595  -0.057
C16 0.91738 3.72033 7.41784  -0.055
C17 -0.10456 4.50393 6.90950  -0.001
C18 -0.36134 4.50864 5.54424  -0.082
C19 -1.47861 5.34644 5.01977  -0.277
O5 -2.18749 5.98153 5.77064  0.109
C20 -1.69237 5.37918 3.54510  -0.083
C21 -2.70464 6.17679 3.02692  -0.002
C22 -2.90142 6.23985 1.65771  -0.055
C23 -2.08834 5.50716 0.79945  -0.053
C24 -1.08478 4.70202 1.31069  0.001
C25 -0.88547 4.63205 2.68419  -0.083
H9 2.02544 2.32884 4.53260  0.116
H10 2.47486 2.31279 6.96696  0.107
H11 1.11956 3.72231 8.48075  0.108
H12 -0.70833 5.11752 7.56367  0.121
H13 -3.32937 6.74502 3.70203  0.121
H14 -3.68885 6.86349 1.25557  0.108
H15 -2.23998 5.56363 -0.27027  0.109
H16 -0.45059 4.12539 0.65140  0.121
O6 -0.09200 0.58504 -5.70518  0.107
C26 -0.62731 -0.36870 -6.22926  -0.277
C27 -0.75556 -0.45216 -7.71388  -0.082
C28 -0.23195 0.57057 -8.49514  -0.004
C29 -0.31142 0.49592 -9.87515  -0.060
C30 -0.91341 -0.60151 -10.48194  -0.060
C31 -1.44888 -1.61653 -9.70784  -0.004
C32 -1.37654 -1.54382 -8.32215  -0.083
C33 -1.97486 -2.64007 -7.50622  -0.279
O7 -2.55874 -3.56192 -8.03676  0.103
C34 -1.82750 -2.56707 -6.02648  -0.087
C35 -2.34545 -3.59339 -5.24592  -0.003
C36 -2.19364 -3.55820 -3.87012  -0.044
C37 -1.52543 -2.49941 -3.26389  -0.041
C38 -1.01793 -1.46747 -4.03683  0.011
C39 -1.16931 -1.49451 -5.41835  -0.082
H17 0.23769 1.41671 -8.01293  0.119
H18 0.09968 1.29192 -10.48213  0.106
H19 -0.96538 -0.66255 -11.56108  0.106
H20 -1.92384 -2.47159 -10.16861  0.119
H21 -2.86026 -4.41459 -5.72530  0.119
H22 -2.59275 -4.35953 -3.26175  0.109
H23 -1.40630 -2.48169 -2.18740  0.064
H24 -0.50338 -0.63564 -3.57393  0.113

Forces on atoms 1 to 3 (eV/Å):
O -0.0162 0.1275 0.2342
C -0.1875 -0.0280 0.1386
N 0.7529 -0.4647 0.2218



Here is a molecular structure, C39H25BrClF5NO5OsP in a non-equilibrium geometry from the OMol25 dataset. Energies are from ωB97M-V/def2-TZVPD.

Results
LUMO energy (spin up / spin down) = -0.286 / -0.290 hartree
Charge = +2
Orbital gap (spin up / spin down) = 6.21 / 6.11 eV
HOMO level (spin up / spin down) = -13.988 / -14.000 eV
Largest force on an atom = 1.646 eV/A

Last column: Löwdin charge in e.
Element x y z (Å)
Os1 0.42130 -0.30154 -0.02581  1.552
Cl1 2.53476 2.12971 6.56304  0.757
C1 2.30253 1.49190 4.98358  -0.640
C2 3.26297 0.63998 4.42737  -0.027
C3 3.10842 0.13662 3.14679  0.044
C4 1.98073 0.46342 2.41145  -0.281
O1 1.88611 0.02998 1.14136  -0.274
C5 1.00513 1.28798 2.97436  -0.130
C6 -0.16688 1.63155 2.24148  -0.084
O2 -0.48561 1.21441 1.11300  -0.191
C7 1.17742 1.81629 4.26146  -0.016
H1 4.13577 0.37857 5.01083  0.127
H2 3.85047 -0.51424 2.70343  0.139
H3 -0.86665 2.32139 2.72181  0.167
H4 0.42828 2.47441 4.68526  0.133
C8 -2.50146 -7.15245 1.14672  -0.011
C9 -3.53710 -6.03575 1.16231  -0.282
C10 -4.54285 -6.14982 2.29487  -0.122
C11 -3.84961 -6.03141 3.64471  -0.113
C12 -2.97947 -4.80077 3.69647  -0.108
C13 -2.63655 -4.23172 4.89966  0.090
C14 -1.85452 -3.07667 4.94424  -0.241
F1 -1.55927 -2.56119 6.13704  0.107
C15 -1.40035 -2.46150 3.81645  0.085
C16 -1.72851 -3.02271 2.57303  -0.041
C17 -1.24504 -2.41489 1.35826  -0.233
O3 -0.45556 -1.39768 1.47507  -0.162
C18 -1.64091 -2.97959 0.14465  -0.023
C19 -2.42446 -4.12921 0.16238  0.068
N1 -2.83418 -4.71824 1.26364  0.050
C20 -2.51407 -4.18427 2.51525  -0.046
C21 -1.26403 -2.48643 -1.19694  -0.469
O4 -1.54738 -3.05346 -2.20718  0.166
O5 -0.59586 -1.29070 -1.25815  -0.280
H5 -3.00448 -8.11903 1.13563  0.102
H6 -1.85424 -7.10982 2.02365  0.091
H7 -1.87244 -7.08676 0.25818  0.090
H8 -4.06830 -6.02338 0.21206  0.153
H9 -5.05451 -7.10683 2.20561  0.134
H10 -5.29494 -5.36405 2.19456  0.135
H11 -3.23915 -6.91674 3.83786  0.131
H12 -4.58637 -5.98327 4.44549  0.133
H13 -2.97874 -4.66844 5.82973  0.149
H14 -0.80442 -1.56286 3.87457  0.131
H15 -2.71051 -4.58035 -0.77932  0.165
F2 0.44329 3.74457 -6.23822  0.185
C22 0.75780 2.93845 -5.24990  -0.117
C23 1.93111 2.20642 -5.29986  -0.122
F3 2.73520 2.31351 -6.33757  0.176
C24 2.25078 1.36949 -4.24583  -0.199
F4 3.39170 0.68970 -4.31766  0.132
C25 1.42124 1.22976 -3.13924  -0.290
P1 1.95154 0.13398 -1.80019  0.986
C26 3.48611 0.89428 -1.24296  -0.348
C27 3.34718 2.03651 -0.43593  -0.100
C28 4.46201 2.65409 0.10877  -0.058
C29 5.72115 2.13717 -0.15319  -0.047
C30 5.86634 1.02935 -0.98835  -0.042
C31 4.75348 0.40487 -1.53399  -0.075
C32 2.23380 -1.48838 -2.50926  -0.366
C33 3.11597 -2.37535 -1.88703  -0.089
C34 3.24190 -3.66910 -2.37011  -0.050
C35 2.46897 -4.08522 -3.44573  -0.042
C36 1.56603 -3.21399 -4.04078  -0.042
C37 1.44279 -1.91609 -3.57482  -0.079
C38 0.24815 1.98195 -3.10959  -0.544
Br1 -0.94740 1.90990 -1.66215  0.994
C39 -0.08300 2.82446 -4.15139  -0.250
F5 -1.19877 3.53746 -4.12701  0.114
H16 2.35850 2.44660 -0.25278  0.104
H17 4.34726 3.53675 0.72400  0.116
H18 6.59871 2.60278 0.27667  0.117
H19 6.85576 0.65928 -1.22272  0.118
H20 4.88211 -0.43628 -2.20144  0.109
H21 3.69560 -2.06405 -1.02635  0.108
H22 3.94102 -4.35121 -1.90519  0.117
H23 2.56386 -5.09757 -3.81663  0.119
H24 0.95206 -3.54624 -4.86694  0.122
H25 0.72731 -1.24619 -4.03581  0.121

Forces on atoms 1 to 3 (eV/Å):
Os -0.9012 1.3475 0.2871
Cl -0.0121 -0.0473 -0.0770
C 0.0174 0.0218 0.0686



Here is a molecular structure, C39H28F12GeMnNO2 in a non-equilibrium geometry from the OMol25 dataset. Energies are from ωB97M-V/def2-TZVPD.

Results
LUMO energy (spin up / spin down) = 0.086 / 0.080 hartree
Charge = -1
Orbital gap (spin up / spin down) = 6.79 / 6.64 eV
Expectation value of S² = 0.78
Multiplicity = 2
HOMO level (spin up / spin down) = -4.453 / -4.456 eV
Largest force on an atom = 4.001 eV/A

Last column: Löwdin spin population.
Element x y z (Å)
Mn1 -0.89507 0.93616 -1.62932  0.819
C1 0.45753 1.49452 4.96389  0.000
C2 0.48418 1.52912 3.45741  0.001
C3 1.58479 1.02821 2.76552  0.000
C4 1.63252 1.08526 1.39055  0.002
C5 0.58622 1.64090 0.63815  0.001
N1 0.67489 1.64479 -0.75738  0.004
C6 1.73777 2.22802 -1.40092  -0.001
C7 2.55614 3.17111 -0.74151  0.004
C8 3.64793 3.75548 -1.34617  -0.001
C9 3.99826 3.44512 -2.65363  0.005
C10 5.20322 4.04898 -3.32922  0.001
C11 3.17914 2.55661 -3.33452  -0.001
C12 2.06103 1.96611 -2.75703  0.005
C13 1.24713 0.97058 -3.59811  0.003
O1 -0.02518 0.73696 -3.16447  -0.006
C14 2.02794 -0.38092 -3.60496  0.000
F1 3.16556 -0.36468 -4.33070  0.000
F2 1.27518 -1.39071 -4.08046  0.000
F3 2.38191 -0.70561 -2.34832  0.000
C15 1.05867 1.48805 -5.06407  0.001
F4 2.15305 1.43415 -5.85562  0.000
F5 0.65422 2.76945 -5.05101  0.000
F6 0.11106 0.77237 -5.69474  0.000
C16 -0.55179 2.09662 1.32765  0.002
C17 -0.56755 2.04855 2.72124  0.000
C18 -1.75379 2.68504 0.56068  0.004
O2 -1.93977 2.23165 -0.70539  0.022
C19 -1.53112 4.22119 0.47818  0.000
F7 -2.55065 4.84517 -0.14094  0.000
F8 -0.41415 4.47972 -0.22166  0.000
F9 -1.38236 4.80893 1.68773  0.000
C20 -3.09582 2.40359 1.32218  0.001
F10 -3.31928 3.20586 2.39416  0.001
F11 -4.14671 2.57108 0.50408  0.000
F12 -3.13998 1.13472 1.77003  0.001
H1 1.36064 1.95348 5.37055  0.000
H2 0.42410 0.46353 5.32731  0.000
H3 -0.40748 2.02552 5.36032  0.000
H4 2.40343 0.57630 3.31678  0.000
H5 2.48152 0.68877 0.84662  0.000
H6 2.30135 3.44388 0.27329  0.000
H7 4.23442 4.48374 -0.79522  0.000
H8 5.79207 4.63193 -2.62050  0.000
H9 4.90620 4.71005 -4.14754  0.000
H10 5.84277 3.27100 -3.75092  0.000
H11 3.43757 2.31650 -4.35758  0.000
H12 -1.42489 2.42467 3.26393  0.000
C21 -1.63024 -0.45937 -0.70578  0.100
Ge1 -1.33734 -2.09305 0.29829  0.011
C22 -2.24459 -3.50369 -0.75515  0.002
C23 -2.92419 -4.58043 -0.19100  0.000
C24 -3.56777 -5.51289 -0.99342  0.000
C25 -3.52893 -5.38452 -2.37424  0.000
C26 -2.84190 -4.32555 -2.95088  0.000
C27 -2.20823 -3.39085 -2.14533  0.002
C28 0.52326 -2.65512 0.61350  0.001
C29 1.45296 -2.53536 -0.41556  0.000
C30 2.77636 -2.90119 -0.22458  0.000
C31 3.18504 -3.40086 1.00458  0.000
C32 2.26279 -3.55162 2.03108  0.000
C33 0.94010 -3.18173 1.83427  0.000
C34 -2.19971 -1.84427 2.05649  0.002
C35 -3.53386 -2.17270 2.28668  0.000
C36 -4.14317 -1.86725 3.49533  0.000
C37 -3.42574 -1.21936 4.49061  0.000
C38 -2.10372 -0.86181 4.26441  0.000
C39 -1.49902 -1.16664 3.05454  0.000
H13 -2.70077 -0.26156 -0.53762  0.012
H14 -2.94729 -4.68975 0.88814  0.000
H15 -4.10249 -6.33943 -0.54016  0.000
H16 -4.03816 -6.10902 -2.99841  0.000
H17 -2.80687 -4.22315 -4.02884  0.000
H18 -1.68749 -2.55047 -2.59343  0.001
H19 1.12434 -2.14232 -1.36937  0.000
H20 3.49318 -2.79326 -1.02930  0.000
H21 4.22252 -3.66809 1.16527  0.000
H22 2.57614 -3.95572 2.98660  0.000
H23 0.21855 -3.30016 2.63532  0.000
H24 -4.10639 -2.65603 1.50237  0.000
H25 -5.18534 -2.11822 3.65335  0.000
H26 -3.90000 -0.98374 5.43539  0.000
H27 -1.55185 -0.33122 5.03148  0.000
H28 -0.47707 -0.85111 2.86702  0.000

Forces on atoms 1 to 3 (eV/Å):
Mn -0.8759 0.3243 3.8901
C 0.0529 -0.0634 -0.1144
C 0.0870 0.1465 0.0466



- Among the records above, which one has the highest largest force on an atom?
  C39H28F12GeMnNO2